105
Properties=species:S:1:pos:R:3:mulliken_charge:R:1 method="wB97M-V/def2-TZVPD" largest_force_ev_per_a=3.02 spin_multiplicity=1 homo_energy_ha=-0.59259 charge=+3 de_lowest_kcal_mol=42.7 orbital_gap_ev=9.66 mol_weight_g_mol=623.60
C -3.5195 -25.5480 -22.7230 -0.747
O -4.7685 -24.9160 -22.3297 -0.362
C -5.8943 -25.5252 -22.9033 -0.600
C -7.1485 -24.7912 -22.5101 -0.791
N -7.1171 -24.4286 -21.0393 -0.182
H -6.5186 -23.6014 -21.0315 0.439
H -8.0352 -24.1549 -20.6909 0.378
C -6.6806 -25.4675 -20.0315 -0.665
C -6.7602 -24.8470 -18.6311 -0.661
O -6.0374 -23.6426 -18.6603 -0.315
C -6.2765 -22.8555 -17.4891 -0.590
H -2.9356 -24.8318 -23.2942 0.267
H -3.7823 -26.3703 -23.3896 0.377
H -3.0355 -25.9397 -21.8331 0.275
H -5.9644 -26.5533 -22.5083 0.452
H -5.8786 -25.8040 -23.9620 0.540
H -8.0577 -25.3185 -22.7956 0.374
H -7.2776 -23.8165 -22.9868 0.407
H -5.7237 -25.8578 -20.3551 0.440
H -7.4928 -26.1952 -20.0756 0.366
H -6.3342 -25.6053 -17.9654 0.399
H -7.7981 -24.6634 -18.3244 0.432
H -6.1471 -23.5556 -16.6523 0.399
H -7.2996 -22.4718 -17.5169 0.142
H -5.5515 -22.0988 -17.1938 0.236
C -9.8897 -15.2853 -17.9996 -0.548
O -8.7528 -16.0495 -17.6809 -0.119
C -8.0852 -16.6980 -18.7484 -0.483
C -8.8742 -17.8945 -19.2920 -0.559
N -8.9194 -18.9372 -18.1942 0.375
H -7.9590 -19.2816 -18.1205 0.520
H -8.9772 -18.4685 -17.2769 -0.370
C -9.9506 -20.0011 -18.4315 -0.250
C -11.2831 -19.6440 -17.7995 -0.892
O -11.4893 -18.2633 -17.7802 -0.142
C -12.5264 -17.8542 -16.8887 -0.926
H -10.6856 -15.9417 -18.3784 0.184
H -9.6891 -14.5228 -18.7575 0.388
H -10.3846 -14.8239 -17.1475 0.051
H -7.1839 -16.9333 -18.1689 -0.012
H -7.8058 -15.9732 -19.5191 0.472
H -8.4212 -18.3922 -20.1444 0.534
H -9.8893 -17.5536 -19.4781 0.334
H -9.6126 -20.8693 -17.8650 0.030
H -9.9517 -20.2493 -19.4898 0.495
H -11.2755 -20.0820 -16.7940 0.451
H -12.1189 -20.1274 -18.3208 0.525
H -12.8049 -16.8269 -17.0929 0.227
H -12.2470 -18.1075 -15.8636 0.397
H -13.4056 -18.4712 -17.1147 0.337
C -2.9313 -18.4584 -17.0519 -0.659
O -3.2197 -17.9903 -15.7569 -0.409
C -4.4045 -17.2314 -15.7465 -0.153
C -4.8967 -17.1028 -14.3206 -0.679
N -5.1958 -18.4712 -13.8336 0.382
H -6.1330 -18.7479 -14.1756 -0.237
H -4.5778 -19.2587 -14.1016 0.427
C -5.1554 -18.7672 -12.3548 -0.687
C -5.2843 -20.2652 -12.0997 -0.425
O -4.2296 -20.8346 -12.8738 -0.474
C -4.5256 -21.9898 -13.6343 -0.621
H -2.7439 -17.6993 -17.8258 0.335
H -3.7863 -19.0214 -17.4444 0.168
H -2.0007 -19.0189 -17.1112 0.309
H -5.1721 -17.6648 -16.4017 -0.087
H -4.2106 -16.2315 -16.1514 0.648
H -5.7669 -16.4538 -14.3251 0.346
H -4.0546 -16.6909 -13.7672 0.378
H -5.9662 -18.2391 -11.8497 0.238
H -4.2354 -18.3839 -11.9173 0.545
H -6.3046 -20.5906 -12.2941 0.269
H -5.1096 -20.4214 -11.0327 0.402
H -3.8156 -22.7908 -13.4157 0.392
H -4.4617 -21.8262 -14.7140 0.139
H -5.5105 -22.4111 -13.4313 0.308
C -9.9495 -16.4731 -14.6203 -0.500
O -10.3561 -15.7173 -13.5089 -0.394
C -9.9957 -14.3301 -13.5371 -0.070
C -10.5493 -13.7172 -12.2603 -1.130
N -9.7018 -13.9804 -11.0514 -0.064
H -8.7410 -13.8316 -11.3483 0.401
H -9.9072 -13.3665 -10.2581 0.420
C -9.7205 -15.3994 -10.4704 -0.356
C -9.8232 -15.3711 -8.9503 -0.692
O -8.7748 -14.4978 -8.5516 -0.342
C -8.8152 -14.2068 -7.1635 -0.801
H -10.6074 -16.4741 -15.4905 -0.062
H -9.7995 -17.5291 -14.3835 0.258
H -8.9021 -16.2443 -14.8584 0.392
H -10.5006 -13.9194 -14.4128 0.337
H -8.9048 -14.3664 -13.6286 0.297
H -11.5993 -13.9929 -12.1873 0.361
H -10.5457 -12.6279 -12.3215 0.477
H -8.8186 -15.8187 -10.9143 0.260
H -10.5598 -15.9461 -10.8968 0.288
H -9.7166 -16.3101 -8.4122 0.513
H -10.8079 -14.8981 -8.8349 0.362
H -8.6358 -15.1078 -6.5735 0.321
H -9.7220 -13.6941 -6.8302 0.348
H -8.0222 -13.4919 -6.9443 0.260
B -8.0523 -19.6326 -14.8781 0.204
F -7.1524 -20.6947 -15.0455 -0.142
F -9.3572 -20.1442 -15.0129 -0.307
F -7.9222 -19.2243 -13.5238 -0.358
F -7.8529 -18.4992 -15.6751 -0.166


103
Properties=species:S:1:pos:R:3:mulliken_charge:R:1 method="wB97M-V/def2-TZVPD" largest_force_ev_per_a=4.44 spin_multiplicity=1 homo_energy_ha=-0.16791 charge=-1 de_lowest_kcal_mol=31.8 orbital_gap_ev=6.75 mol_weight_g_mol=900.82
C 4.2473 -0.9015 0.9163 -0.756
C 3.2464 -1.8766 1.6316 -0.303
C 1.9655 -1.0249 1.8683 -0.842
Br 0.6126 -2.0237 2.9865 -0.332
In 1.0310 -0.2218 -0.0203 1.014
C -1.1893 -0.6723 -0.1017 -0.637
C -1.8036 0.5866 -0.8241 0.739
C -2.8869 0.2327 -1.8731 -0.717
Cl -2.1252 -0.1833 -3.4740 -0.272
C 1.8699 -1.0599 -1.9345 -1.276
C 2.2835 -2.5597 -1.8620 -0.100
C 2.3799 -3.1016 -3.3542 -1.055
I 1.3223 -4.9647 -3.6783 -0.090
C 1.1690 2.0511 0.1134 -0.748
P 2.2564 2.7978 -1.1526 0.599
O 2.2305 4.3118 -1.0025 -0.743
O 1.7428 2.4784 -2.7074 -0.544
O 3.8634 2.3504 -0.9131 -0.437
H 4.1074 0.1252 1.3056 0.206
H 5.2765 -1.2034 1.1617 0.464
H 4.0290 -0.9250 -0.1626 -0.016
H 3.0589 -2.7976 1.0590 0.189
H 3.6826 -2.1575 2.6137 0.421
H 2.2860 -0.1884 2.5218 0.449
H -1.5649 -0.7584 0.9217 0.094
H -1.3305 -1.5986 -0.6757 0.424
H -1.0050 1.1304 -1.3541 -0.376
H -2.2335 1.2255 -0.0347 -0.441
H -3.4949 1.1369 -2.0422 0.293
H -3.5596 -0.5572 -1.5094 0.485
H 1.0599 -0.9951 -2.6918 0.490
H 2.7603 -0.4768 -2.2600 0.191
H 1.5459 -3.2033 -1.3592 0.367
H 3.3013 -2.7044 -1.4569 0.115
H 3.4401 -3.2109 -3.6455 0.444
H 1.9550 -2.3741 -4.0643 0.432
H 1.5428 2.3550 1.1058 0.476
H 0.1686 2.5099 0.0169 0.021
H 1.5697 1.5329 -2.8174 0.372
H 4.0083 1.4831 -1.3086 0.318
C -2.6205 2.1256 4.2168 -1.232
C -2.7190 1.1718 3.0405 0.061
O -1.4355 0.6567 2.7048 -0.132
H -1.9490 2.9525 3.9808 0.275
H -3.6016 2.5317 4.4763 0.272
H -2.2090 1.6163 5.0935 0.400
H -3.1107 1.6885 2.1650 0.194
H -3.3859 0.3359 3.2734 0.093
H -1.0932 0.1904 3.4739 0.127
C -1.6997 -5.5787 1.7255 -1.083
C -2.3765 -4.2226 1.7966 0.060
O -2.5116 -3.6658 0.4979 -0.405
H -0.7140 -5.4872 1.2665 0.213
H -1.5853 -6.0137 2.7210 0.333
H -2.2804 -6.2694 1.1070 0.369
H -1.7775 -3.5363 2.4035 0.001
H -3.3715 -4.3065 2.2511 0.267
H -3.0434 -4.2721 -0.0242 0.244
C -1.0105 3.9101 -4.6236 -1.080
C -2.1649 3.8842 -3.6400 -0.084
O -1.8382 3.0946 -2.5037 -0.195
H -0.7617 2.8968 -4.9427 0.211
H -1.2589 4.5072 -5.5046 0.407
H -0.1153 4.3290 -4.1575 0.299
H -3.0506 3.4446 -4.1012 0.348
H -2.4151 4.8998 -3.3095 -0.018
H -1.0602 3.4865 -2.0913 0.126
C 8.4058 2.6598 -0.8818 -1.155
C 7.2412 1.8666 -1.4448 -0.168
O 6.6250 1.0801 -0.4308 -0.424
H 9.1477 1.9894 -0.4438 0.269
H 8.8864 3.2572 -1.6595 0.351
H 8.0676 3.3290 -0.0868 0.349
H 7.5853 1.1851 -2.2235 0.306
H 6.4914 2.5364 -1.8787 0.222
H 6.3094 1.6789 0.2517 0.266
C -7.1319 1.8912 4.4960 -0.961
C -7.2261 0.9325 3.3233 -0.316
O -5.9444 0.4133 2.9902 -0.412
H -6.4567 2.7154 4.2604 0.194
H -8.1127 2.3003 4.7487 0.358
H -6.7270 1.3856 5.3766 0.325
H -7.6103 1.4453 2.4416 0.278
H -7.8981 0.0992 3.5575 0.271
H -5.6074 -0.0481 3.7620 0.257
C -2.9579 6.7458 -0.4623 -1.151
C -3.3250 5.3886 0.1081 0.285
O -3.1059 5.3610 1.5174 -0.505
H -1.9124 6.9766 -0.2525 0.298
H -3.1144 6.7725 -1.5428 0.295
H -3.5604 7.5348 -0.0023 0.405
H -2.7074 4.6094 -0.3382 -0.112
H -4.3759 5.1523 -0.0926 0.218
H -3.6566 6.0416 1.9103 0.273
C 3.5067 -7.7428 -0.7073 -0.722
C 2.5865 -8.8831 -1.0972 -0.251
O 1.2471 -8.6125 -0.6961 -0.504
H 3.4786 -7.5802 0.3714 0.261
H 4.5370 -7.9491 -1.0057 0.330
H 3.1830 -6.8155 -1.1823 0.074
H 2.8940 -9.8081 -0.6084 0.283
H 2.6071 -9.0433 -2.1808 0.243
H 0.9712 -7.8022 -1.1343 0.277


- What is the charge in the second record?
  -1